1.
162
Properties=species:S:1:pos:R:3 method="wB97M-V/def2-TZVPD" smiles=COC[C@H](C)N.COC[C@H](C)N.COC[C@H](C)N.COC[C@H](C)N.COC[C@H](C)N.COC[C@H](C)N.CC(C)O.CC(C)O.CC(C)O.CC(C)O.CC(C)O max_force_ev_per_a=3.9
O -2.9629 -4.3455 7.2588
O -1.4108 -0.6668 -3.3414
O 3.3823 -1.9066 2.8810
O 3.3238 5.3803 -0.2036
O 3.6166 1.6021 -3.4811
O 0.9104 -7.5227 1.8415
O 2.9473 -3.8812 -0.8126
O -2.5751 5.0126 -2.1380
O -2.1333 3.2465 3.1731
O -1.5279 -0.8014 -0.5130
O -3.6929 -1.6849 1.0548
N 6.4563 6.1888 -2.0103
N -4.8167 3.5341 -4.6701
N 2.8859 -0.2439 -1.7167
N 1.3033 0.1109 -4.2266
N 1.8057 -4.7248 2.0703
N -2.2612 -4.3196 4.4802
C 4.4424 5.1671 -1.0592
C -3.4244 -1.9914 -3.2710
C 0.7318 -8.7749 1.2415
C 5.4481 6.3140 -0.9580
C -4.7539 2.9167 -2.3911
C 2.2554 -1.1610 2.9037
C 0.2615 -6.4257 1.2250
C -1.6588 -2.2910 5.4749
C -4.7366 0.2845 0.0873
C -1.0475 -2.9687 -3.3656
C -1.6115 -4.4540 6.9201
C 1.4518 -1.3586 4.2030
C -3.2078 4.1603 1.2274
C -3.2207 -4.9593 8.4829
C 3.3353 -1.5524 -1.8728
C -0.9233 0.2087 1.5518
C 2.2384 4.4946 -0.4625
C 4.7781 -1.6962 -1.3799
C -0.9716 5.1378 2.3544
C -2.0166 -1.8658 -3.8109
C -2.8254 4.2727 -3.3449
C 3.0765 1.6616 -4.8427
C -0.5025 1.3531 -0.6861
C 0.4002 -5.0716 1.9920
C -1.3634 -3.7831 5.5348
C 3.0675 -4.6379 -2.0088
C -2.4000 4.4442 2.5343
C 5.0333 1.8844 -3.3976
C -4.3539 4.0011 -3.3757
C -6.0202 -1.5760 1.2017
C 2.4392 -2.5038 -0.9795
C 0.9225 2.5344 -3.9601
C -0.5533 0.0184 0.0856
C -4.8213 -1.2308 0.3693
C 1.5504 1.4338 -4.7836
C 2.8002 0.2797 2.6809
C -0.3423 -3.9216 1.3150
C 4.8653 7.6807 -1.1510
C -1.2071 5.3901 -1.9797
H 1.4377 -2.4888 -1.4094
H -1.5251 -1.8651 4.4804
H 3.2648 0.3938 -2.4021
H -5.7233 3.1312 -4.4807
H 1.1818 -8.8489 0.2515
H -1.2795 -5.4914 6.9623
H -0.1334 0.7628 2.0589
H 1.2139 -9.4305 1.9666
H 5.3476 1.8622 -2.3541
H -0.1357 2.3531 -3.7718
H 1.1956 1.5246 -5.8102
H -6.0205 -1.0219 2.1404
H -0.3549 -3.9348 5.1501
H 0.4906 -0.8487 4.2677
H 0.2041 2.1008 -0.3259
H -0.3971 4.4174 1.7721
H 1.3796 2.6093 -2.9734
H 5.8397 6.3359 0.0590
H 3.4345 0.4811 1.8177
H -2.3283 3.3055 -3.2711
H 5.0167 4.2741 -0.8125
H -2.6319 -4.5124 9.2840
H 2.5463 3.4563 -0.3394
H -0.4964 5.2384 3.3302
H -0.2619 -3.0091 1.9056
H -2.1898 -3.5696 3.8075
H -1.9353 0.6130 1.5308
H 1.9332 0.9369 2.6138
H 5.7123 1.0977 -3.7265
H 4.9144 -1.5067 -0.3152
H 7.2200 6.8305 -1.8520
H 2.2784 -5.6021 2.2342
H -1.0625 -0.7061 2.1279
H -2.4234 4.7633 -4.2314
H -4.2654 3.9938 1.4320
H -1.4047 -4.1567 1.2502
H -0.2904 1.1804 -1.7412
H 1.2978 -2.4038 4.4710
H -4.4061 3.0875 -1.3723
H 0.9361 3.5341 -4.3941
H 5.6488 8.4318 -1.2510
H -1.0817 6.0835 1.8239
H 0.6609 -6.3468 0.2139
H -6.8848 -1.2031 0.6526
H -4.3584 1.9417 -2.6758
H -3.9549 -2.7930 -3.7848
H 1.8414 4.6242 -1.4693
H 1.8140 -0.6130 -4.7116
H 4.2543 7.8536 -0.2650
H -1.0189 6.0028 -1.0981
H -1.4190 -3.8820 -3.8304
H -2.9044 2.9469 3.6602
H 6.2190 6.3434 -2.9798
H 3.1092 -2.8121 3.0458
H -2.7804 3.3609 0.6220
H -4.1920 2.8003 -4.9723
H -2.8763 -1.4627 0.6015
H -3.0572 5.0029 3.2007
H 0.0717 -5.2273 3.0196
H -0.5328 -0.5647 -3.7160
H 3.6110 0.9854 -5.5099
H -5.5294 0.5546 -0.6102
H 0.0428 -3.7378 0.3119
H -4.2295 -4.7231 8.8217
H -6.2760 -2.6354 1.1861
H 5.2770 2.8596 -3.8190
H -3.8346 0.4553 -0.5004
H -0.1087 -2.8125 -3.8970
H 1.7920 0.1004 -3.3428
H 3.0347 0.0889 -0.7747
H -1.0324 -1.7988 6.2189
H 1.6067 -1.4137 2.0649
H -4.8166 -1.7498 -0.5892
H 1.3972 4.6792 0.2056
H 3.5003 -4.0978 -2.8509
H -0.9772 -3.8834 7.5985
H 2.3292 -2.1155 0.0330
H -3.2075 5.1061 0.6857
H -3.0920 -6.0416 8.4833
H 2.0897 -4.8667 -2.4327
H 4.0877 7.8660 -1.8920
H -5.8193 2.8113 -2.1863
H -1.5071 -0.7204 -1.4693
H 2.0687 -1.0224 5.0364
H -3.1904 -4.2612 4.8716
H -0.8365 -2.9607 -2.2963
H -3.4734 -2.2146 -2.2052
H -1.9947 -1.9171 -4.8994
H -0.6453 4.4577 -1.9233
H 3.6091 -5.5492 -1.7553
H -4.8371 4.9484 -3.1365
H 3.1819 2.6603 -5.2665
H -0.8126 -6.6071 1.2647
H 3.3688 -1.8898 -2.9087
H 0.4071 -0.4930 0.1507
H 2.0726 -4.5406 1.1138
H -0.7654 5.9276 -2.8188
H 3.4257 0.6178 3.5071
H 4.0508 5.0062 -2.0637
H 5.3746 -0.9930 -1.9611
H -0.3403 -8.9697 1.2132
H -2.6780 -1.9852 5.7111
H -3.9286 -1.0343 -3.4049
H -1.4667 1.8610 -0.7088
H -4.7558 0.9066 0.9821
H 5.3025 -2.6247 -1.6056

2.
165
Properties=species:S:1:pos:R:3 method="wB97M-V/def2-TZVPD" smiles=COC[C@H](C)N.COC[C@H](C)N.COC[C@H](C)N.COC[C@H](C)N.COC[C@H](C)N.COC[C@H](C)N.COC[C@H](C)N.COC[C@H](C)N.COC[C@H](C)N.CC(C)O max_force_ev_per_a=2.8
O 15.3777 16.7495 13.5178
O 14.2346 12.6166 12.1854
O 21.0897 17.8871 12.7005
O 18.2791 15.7613 10.3397
O 17.3350 12.1166 19.0751
O 15.9400 21.1641 17.3226
O 17.0556 20.2258 11.6726
O 11.9776 18.6048 11.3073
O 10.5025 15.3722 14.5205
O 19.6336 16.5621 19.9525
N 8.4399 12.7863 12.7530
N 15.8159 8.7748 19.6128
N 19.0931 19.4406 18.1522
N 16.8275 21.8074 8.3003
N 22.7502 14.9463 14.0995
N 13.7784 17.1996 9.3840
N 14.8546 14.4229 10.1804
N 20.8906 15.1045 16.7969
N 18.7105 17.4383 14.9337
C 15.0434 20.9357 9.7377
C 16.3033 14.3958 10.1548
C 14.7292 20.4572 17.4042
C 17.1290 20.4604 17.1726
C 21.7970 16.9653 13.6395
C 21.4723 17.2671 17.5772
C 14.5147 17.5024 12.7361
C 18.3636 16.3331 20.5694
C 17.6848 20.8618 19.5948
C 17.4863 16.6735 14.6439
C 20.5470 14.9093 13.1577
C 20.9812 15.8953 18.0196
C 17.1250 10.8172 19.4921
C 19.6451 15.8542 18.7233
C 17.5718 21.1189 12.6492
C 16.4034 17.5776 14.0841
C 14.9152 12.4218 13.5018
C 9.1066 12.9131 15.1901
C 11.7743 19.8926 11.7450
C 16.7670 13.8892 8.7969
C 16.3937 21.5708 9.6985
C 21.9496 15.5950 13.1226
C 17.4264 20.6239 10.3354
C 15.7503 10.2000 19.1731
C 11.5176 16.2816 13.9949
C 11.7903 15.9216 9.9430
C 14.6479 10.9056 19.9694
C 20.9624 19.1985 13.2542
C 17.7056 19.8772 18.4419
C 18.8493 17.0267 10.5949
C 10.1172 14.4869 13.4915
C 8.8449 13.6408 13.9061
C 16.8407 15.7976 10.2998
C 17.3162 12.3356 17.7398
C 12.3385 17.2456 9.3227
C 16.9684 15.9199 15.8718
C 11.7386 18.5031 9.8934
C 14.1339 13.1358 14.5685
C 16.4082 12.8357 13.3954
H 14.1514 16.9775 10.2731
H 17.0144 19.6737 16.3806
H 18.2525 15.2482 20.7529
H 20.1359 15.0154 14.1625
H 18.3669 16.8690 21.5278
H 14.5531 15.1150 9.4717
H 9.9013 14.9677 12.5306
H 17.0638 19.0913 18.7310
H 9.1118 12.0205 12.5273
H 14.5113 20.0527 16.3967
H 14.9554 11.1551 20.9498
H 17.2049 22.1404 12.4527
H 19.4324 14.8173 18.9992
H 13.6965 10.3372 19.9559
H 9.3227 13.6423 16.0003
H 17.5561 16.7049 19.9026
H 16.3419 14.4938 8.0214
H 16.2321 8.1062 18.9756
H 15.5757 10.1668 18.0745
H 16.4607 13.8688 13.0522
H 17.4509 19.7213 9.7682
H 17.7561 21.2308 16.7735
H 21.2867 16.8509 14.6013
H 13.9541 21.1351 17.7365
H 17.7662 13.3142 17.5963
H 14.2690 21.6261 9.4383
H 22.3591 15.5630 12.1175
H 17.7764 22.1886 8.2609
H 20.6783 17.6758 16.9856
H 14.4694 11.7914 19.3960
H 13.1210 12.6842 14.7947
H 20.3296 19.6876 12.5183
H 16.3708 22.5901 10.1959
H 21.9316 19.6331 13.3202
H 18.4544 21.6050 19.5151
H 11.9259 15.1691 9.1468
H 12.0839 20.0171 12.7848
H 10.7343 20.2589 11.6621
H 11.7398 16.8970 14.8695
H 16.8653 18.2037 13.3139
H 16.9040 12.8082 14.3813
H 22.4205 17.2167 17.0482
H 17.6877 15.1561 16.1938
H 23.7446 15.1811 14.0271
H 12.3196 15.6244 13.6612
H 8.2812 13.3489 11.9174
H 17.3149 10.7420 20.5603
H 17.8173 20.3656 20.5764
H 18.6744 17.3973 11.6345
H 20.5148 19.1273 14.2304
H 22.8572 13.9800 13.9434
H 16.0245 18.2640 14.8469
H 10.7224 15.9813 10.1151
H 21.6664 15.3944 18.7280
H 12.1987 19.3520 9.3947
H 10.6356 18.5890 9.7654
H 16.6494 13.7507 10.9451
H 13.8450 16.8093 12.2657
H 17.8778 14.0359 8.7115
H 10.0764 12.3844 15.1550
H 17.9048 10.2716 18.9901
H 14.9611 20.1460 8.9861
H 18.4426 17.7845 9.9056
H 14.3748 13.5242 11.9174
H 16.4475 16.4460 9.4284
H 21.5561 17.7939 18.5257
H 22.7939 17.3401 13.9116
H 14.9017 8.4575 19.9630
H 10.9308 13.7669 13.2354
H 12.3123 15.5942 10.8428
H 16.3114 12.3257 17.3539
H 16.6866 21.3490 19.6187
H 14.6433 13.0468 15.5537
H 13.9410 18.2318 13.3671
H 18.6757 21.0747 12.7241
H 18.8411 16.2222 18.0548
H 11.2442 16.8938 13.1621
H 21.7351 15.1493 16.2438
H 14.7644 20.5672 10.7245
H 20.6184 13.8345 12.9103
H 16.2019 22.5038 7.9098
H 14.0987 14.2374 14.4063
H 19.1295 17.6210 14.0067
H 8.3026 12.1857 15.4989
H 20.6566 14.1293 16.8966
H 16.4681 12.8541 8.6743
H 14.9075 11.3593 13.6672
H 19.3251 16.7864 15.3426
H 19.3910 18.8592 18.9088
H 14.5055 13.4860 9.9568
H 19.8646 15.3973 12.4458
H 14.7224 19.5808 18.0954
H 16.0707 15.3244 15.7262
H 17.1081 20.8765 13.6176
H 16.8088 16.5466 16.7591
H 16.4640 16.2432 11.2327
H 18.3755 21.1259 10.3055
H 16.9129 12.0893 12.7866
H 8.1036 14.4233 14.1102
H 14.3307 18.0001 9.0549
H 17.6296 15.9321 13.8451
H 15.0456 18.1058 12.0031
H 19.9519 16.8624 10.4787
H 12.0974 17.2593 8.2663
H 12.3616 20.6673 11.1602
H 18.9957 18.8272 17.3520
H 17.9697 11.5780 17.2163

3.
165
Properties=species:S:1:pos:R:3 method="wB97M-V/def2-TZVPD" max_force_ev_per_a=2.5
O 2.4194 -0.0469 2.6831
O 0.8785 1.9574 4.1235
O -0.7850 3.8962 2.4939
O -2.4308 2.8483 -3.5787
O 0.4121 1.3290 -5.7574
O -1.7719 -4.0567 -4.3354
O 1.6410 -1.0039 0.1198
O 1.6641 -4.0539 0.6214
O 4.6235 5.5926 1.6515
O 1.6534 -5.0949 -1.9120
O -0.9293 4.4133 -0.2383
O -1.0364 -4.5080 1.6115
O 4.7778 -0.7472 -4.1232
O -4.1575 -0.6403 2.0684
O 0.4871 4.0772 -2.6517
O -2.4455 -2.6901 3.3855
C -0.5851 -6.5679 2.9127
C 0.6368 1.0752 -0.0548
C 0.2769 -1.0891 -6.1493
C 3.4738 -5.4555 -3.4228
C 2.0911 5.8612 -2.7846
C -1.4942 -3.4535 -3.0389
C -0.9600 -1.0475 4.3675
C -0.6442 -0.9201 0.8123
C 2.7351 1.9090 5.5225
C 4.8759 0.3965 -3.2604
C -3.3208 1.9857 -2.9431
C 2.5403 3.5623 -3.7612
C -2.2111 -2.1058 -2.8977
C -6.0625 -2.1021 2.3541
C 0.4217 -0.4194 -0.1472
C -2.6747 2.4374 2.4081
C -4.6378 2.7164 -2.6122
C 0.7419 3.3101 6.0761
C -1.9423 -4.4251 -1.9420
C 4.0971 0.1541 -2.0269
C 2.4038 5.9354 2.5788
C -2.6935 1.3132 -1.7119
C -2.0034 -2.0674 4.5895
C 2.2801 -4.5114 -3.0230
C -1.4585 -5.8757 1.8331
C -2.1271 3.7472 3.0111
C -4.4130 -2.5479 0.5192
C 3.0161 3.7413 1.4792
C 2.6885 -3.0304 -2.7790
C 0.7519 -0.1054 -3.8620
C 1.8774 4.3565 -2.6593
C 0.0161 0.1062 -5.1983
C -3.0542 4.9570 2.5883
C -1.4971 -3.0881 5.6115
C -5.0851 -1.4264 1.3786
C -2.9208 -5.8836 2.1811
C 6.3797 0.6462 -2.9570
C 1.6165 2.7778 5.0204
C 3.2460 5.2355 1.4689
H -0.0119 -1.3046 3.8984
H 6.5171 1.4518 -2.2460
H -1.0465 0.0781 -5.0123
H 3.0025 5.7132 0.5119
H 0.3153 -0.9641 -3.3375
H 1.3967 1.4484 -0.7693
H -3.6147 1.1811 -3.6455
H -1.9747 -1.6484 -1.9422
H -1.1957 5.3015 -0.0033
H 2.3385 -4.0542 1.2957
H 4.5129 -0.6423 -1.4070
H 0.4606 -6.5415 2.5720
H -4.4186 3.6404 -2.0927
H 4.4804 1.2884 -3.8231
H 0.0531 2.0711 -5.2758
H 1.9353 -2.3886 -2.3498
H -0.1439 -2.0074 -5.7110
H 3.1617 -6.4573 -3.7221
H 3.5483 -3.1245 -2.0945
H 1.7020 -1.9534 0.0051
H -3.8903 4.9552 3.3127
H 0.7464 -5.3622 -2.1506
H 1.6363 6.2543 -3.7126
H -3.7256 -2.1523 -0.2205
H 2.2769 1.0279 5.9804
H 1.5153 -4.4962 -3.8252
H -3.5788 -5.3514 1.4916
H 1.3107 5.7806 2.3796
H -1.3587 -6.3507 0.8783
H 0.1305 2.5330 6.5788
H -0.6483 -6.0968 3.9371
H 2.6859 5.4623 3.5014
H -0.3881 -3.2861 -3.0273
H -0.9146 -7.6163 2.9637
H 2.6446 7.0041 2.6099
H -3.1771 -5.4870 3.1661
H -5.2453 2.1039 -1.9309
H 6.9788 0.8767 -3.8514
H -2.0191 -1.4125 -3.6939
H -5.2084 -3.0971 -0.0384
H -1.9575 3.6862 4.0720
H -3.4669 -1.2156 2.4776
H -3.2418 -6.9501 2.2090
H 1.8217 -0.1782 -3.9601
H 5.1663 -0.5082 -4.9702
H -3.7284 2.2890 2.5713
H -3.5049 0.7107 -1.2849
H -0.2302 -0.9624 -7.1267
H -1.8473 -5.0224 -4.1944
H 6.7819 -0.2378 -2.4217
H 0.5787 0.7745 -3.2245
H 0.4430 3.1227 -2.8882
H 0.2811 2.5054 3.5953
H -2.1843 3.5435 -2.9466
H -3.0134 -4.5724 -2.0330
H 4.0424 -5.0386 -4.2662
H -0.7817 3.7023 1.5629
H 3.1013 -0.2095 -2.3118
H -5.5225 -2.9218 2.8350
H -2.5499 5.9221 2.6741
H -0.3284 4.4869 -0.9631
H 2.4792 2.4760 -3.5982
H -2.3487 2.0274 -0.9392
H -1.1841 -2.5424 6.5093
H -1.5792 -5.4359 -1.9432
H 0.0427 4.0018 5.6078
H 4.2578 -5.5481 -2.6311
H 3.2128 3.4006 2.5012
H -5.1982 3.0061 -3.5117
H 1.3461 -1.2863 -6.3379
H 2.0813 3.8060 -4.7342
H 2.2001 -0.4210 1.8416
H 1.5635 6.4643 -2.0031
H 3.3385 2.4572 6.2666
H -0.3462 -0.5713 1.7930
H -2.9367 -1.6010 4.9744
H 3.4002 1.6498 4.7040
H -1.4980 -0.3017 0.5746
H 1.9661 3.4954 1.2201
H -3.2811 -2.2722 -2.7690
H 3.6257 3.1634 0.8160
H 4.9537 5.1298 2.4217
H 1.6785 0.4827 2.9879
H 0.9153 1.3788 0.9443
H 3.1602 6.1322 -2.8509
H -0.5933 -3.6117 5.2854
H -0.2917 1.5920 -0.1785
H -2.5186 2.4701 1.3365
H -0.7339 -0.5804 5.2938
H 2.0664 -4.3121 -0.2250
H 1.3170 3.8678 6.8401
H 2.0078 3.6638 4.5178
H 0.1723 -0.6485 -1.1888
H -2.1966 1.5682 2.8712
H 2.3825 4.0867 -1.7038
H -1.7128 -3.1246 2.8824
H -3.4289 4.8644 1.5577
H -0.9157 -1.9743 0.7890
H -0.1484 -4.4607 1.2214
H -1.8203 0.6553 -1.8461
H -3.8319 -3.2816 1.1220
H -1.7350 -3.9898 -0.9557
H -1.3754 -0.2429 3.7521
H -6.9183 -2.5682 1.8504
H -2.2793 -3.8120 5.9029
H 3.6140 3.8173 -3.8902
H 3.9692 1.0736 -1.4134
H -6.4222 -1.4770 3.1343
H 3.0945 -2.5849 -3.7098
H -5.5816 -0.7595 0.6614

no.,total energy (eV),HOMO energy (Ha),Kohn-Sham gap (Eh)
1,-73620.0402,-0.3209,0.335
2,-76058.5297,-0.3269,0.348
3,-74987.4379,-0.3543,0.367